{"formula": "C42H49IN5O5SSbSe4SiZr", "method": "the ωB97M-V functional and the def2-TZVPD basis", "symbols": ["N", "Se", "O", "H", "C", "H", "C", "H", "H", "H", "H", "H", "Sb", "H", "C", "Se", "O", "H", "H", "C", "C", "C", "H", "H", "H", "C", "H", "H", "H", "C", "C", "C", "C", "C", "H", "C", "H", "N", "H", "H", "H", "H", "H", "C", "C", "O", "H", "C", "C", "H", "S", "C", "C", "C", "H", "O", "C", "Se", "C", "N", "H", "H", "C", "H", "C", "H", "H", "C", "C", "H", "N", "C", "O", "I", "C", "C", "H", "Zr", "C", "H", "H", "H", "H", "N", "C", "H", "C", "C", "H", "C", "H", "H", "H", "Si", "C", "H", "H", "C", "C", "H", "C", "C", "H", "Se", "H", "C", "H", "H", "C", "C"], "coordinates": [[-2.129, 0.036, 1.023], [1.059, 3.880, -4.977], [2.121, 2.797, 2.834], [3.521, -0.544, 2.815], [-1.040, 1.584, 3.586], [5.014, -0.771, 0.038], [4.088, 0.323, 2.487], [4.426, 3.582, -1.757], [0.348, 4.714, 3.501], [2.521, -5.112, -2.649], [3.845, 1.162, 3.138], [0.704, -1.185, 5.487], [0.315, 1.676, -4.152], [1.444, 5.368, 2.278], [1.449, -2.850, -0.389], [1.746, 0.228, -5.570], [1.883, -1.972, 3.566], [5.154, 0.094, 2.583], [-6.376, -0.135, -3.646], [-1.853, -3.537, 0.766], [-5.854, -1.088, 3.442], [1.340, 5.030, -1.237], [-6.438, -1.977, 3.651], [2.388, -2.995, -4.055], [3.434, -1.391, 0.535], [-4.892, 1.143, -0.880], [-1.022, -2.342, -2.115], [4.040, 5.304, 4.009], [1.252, 3.114, 5.265], [-5.108, -1.012, 2.272], [-4.324, 0.108, 2.004], [3.795, 4.463, 3.354], [3.363, 3.754, -1.944], [-1.229, 1.533, 4.952], [1.400, 5.545, -2.196], [-2.176, -4.857, 0.464], [0.901, 5.676, -0.469], [-1.423, -2.658, -0.126], [2.868, 2.795, -2.085], [-3.624, -1.987, -0.944], [-1.847, 2.279, 5.433], [3.559, -0.293, -0.856], [4.528, 2.035, -0.456], [2.198, -4.168, -2.226], [-1.315, -3.091, -1.389], [2.388, 1.114, 0.912], [2.438, 4.349, 5.758], [-5.102, 1.109, 4.058], [-4.343, 1.175, 2.896], [3.868, 4.780, 2.313], [-0.250, 2.793, 0.861], [1.847, -4.079, -0.887], [1.366, 5.067, 3.326], [2.252, 3.511, 5.079], [1.558, 5.937, 3.962], [0.852, -3.747, 1.694], [-5.703, 1.076, -2.002], [-1.290, 0.264, -1.706], [-4.127, 0.044, -0.494], [1.380, -1.742, -1.130], [-1.444, -4.663, -2.827], [1.675, -0.931, -3.014], [1.720, -1.836, -2.410], [0.676, 4.179, -1.380], [2.136, -3.022, -3.002], [-5.111, 1.947, 4.747], [4.513, 3.656, 3.523], [1.107, -1.316, 2.905], [2.376, 3.960, 3.630], [-5.121, -1.832, 1.564], [0.952, -1.441, 1.534], [0.177, -0.380, 4.997], [2.661, 3.803, 0.407], [-2.094, -2.954, 2.766], [0.287, -0.264, 3.613], [3.614, 5.751, -0.496], [-5.044, -2.107, -2.955], [-0.079, 0.163, 0.507], [3.952, -0.525, 0.132], [1.847, -4.926, -0.215], [3.764, 6.343, -1.402], [-4.835, 2.058, -0.302], [5.767, 1.334, 0.597], [-0.305, 0.697, 2.916], [-2.026, -5.291, -0.838], [-6.417, -0.093, 5.261], [2.722, 4.554, -0.821], [-0.606, 0.526, 5.678], [4.723, 2.644, 1.193], [-5.009, -1.193, -2.374], [2.977, 2.720, 5.286], [4.583, 5.407, -0.125], [-2.262, -6.315, -1.105], [1.806, 2.684, 1.203], [4.759, 1.753, 0.566], [-0.731, 0.458, 6.752], [-1.481, 2.365, 2.987], [3.782, 0.682, 1.038], [-5.759, -0.090, -2.757], [3.152, 6.378, 0.271], [-3.363, 0.089, 0.820], [-1.583, -4.388, -1.790], [-3.765, 2.062, 2.667], [0.687, 1.190, -1.657], [-6.290, 1.939, -2.294], [1.069, -2.739, 1.060], [3.239, 4.291, -2.883], [-2.530, -5.514, 1.246], [-5.845, -0.030, 4.342], [-4.200, -1.124, -1.244]], "forces_ev_per_angstrom": [[-0.9970, 0.0010, 0.8157], [0.0137, 0.1595, 0.3903], [0.3932, 0.5543, -0.0306], [0.0218, -0.0281, -0.0172], [-0.1466, 0.0888, -0.1189], [-0.0360, 0.0058, 0.0504], [-0.0823, 0.0648, 0.0696], [-0.0216, 0.0449, -0.0155], [0.0250, -0.0061, -0.0156], [-0.0253, 0.0193, -0.0015], [0.0474, -0.0006, 0.0070], [0.0020, -0.0022, 0.0028], [-0.2726, 0.9031, -3.7273], [-0.0271, 0.0343, 0.0549], [0.1423, 0.1060, -0.1644], [0.0767, -0.3826, 0.3839], [0.0295, -0.1987, 0.1960], [-0.0365, -0.0184, -0.0169], [-0.0031, 0.0025, 0.0362], [-0.0547, -0.0283, -0.2314], [0.0311, 0.0688, -0.0852], [-0.0979, -0.1868, 0.0774], [0.0149, 0.0085, 0.0078], [0.0000, -0.0328, 0.0409], [-0.0407, -0.0108, -0.0269], [-0.0066, -0.0711, -0.0228], [0.1196, 0.0753, 0.0434], [0.0002, -0.0293, -0.0291], [0.0059, 0.0126, -0.0048], [-0.1477, 0.1381, 0.0560], [0.3066, 0.0054, 0.0357], [-0.0903, -0.0892, -0.0663], [-0.0010, -0.0996, 0.0785], [0.0787, -0.0450, -0.0079], [-0.0112, 0.0910, 0.0295], [-0.0824, 0.0057, 0.1707], [0.0488, 0.0006, -0.0380], [-0.2278, -0.6540, 0.3465], [-0.0184, -0.0629, 0.0032], [0.0314, -0.0068, 0.0376], [-0.0205, -0.0213, -0.0174], [-0.0026, -0.0427, -0.0515], [0.0605, 0.0281, -0.0243], [0.0513, 0.0385, -0.0236], [-0.0794, -0.0140, -0.1946], [-0.3126, 0.7377, 0.1727], [-0.0115, -0.0418, -0.0165], [0.0092, 0.0127, -0.0787], [-0.0920, -0.0385, 0.0476], [0.0632, 0.0272, 0.0531], [0.3351, 0.0331, 0.1898], [-0.0365, -0.0012, 0.0957], [-0.0180, -0.0950, -0.0245], [-0.0033, -0.0649, 0.0103], [-0.0008, -0.0256, -0.0411], [0.2760, -0.2911, 0.3027], [0.0749, 0.0522, 0.0236], [-2.3222, -0.8023, -0.9902], [0.0230, -0.0804, 0.0992], [-0.1897, -0.5105, 0.6932], [-0.0262, 0.0105, 0.0212], [-0.0611, -0.0559, 0.0020], [-0.0643, 0.3908, -0.1511], [-0.0066, 0.0303, -0.0545], [-0.0310, -0.0121, 0.0251], [0.0066, -0.0121, -0.0135], [-0.0091, 0.0426, 0.0308], [0.2015, -0.0884, -0.0704], [-0.0042, -0.0230, -0.1337], [0.0235, -0.0162, 0.0051], [-0.2717, -0.6701, 1.0927], [0.0535, -0.0440, -0.0006], [0.2483, -0.0381, 0.2320], [-0.0467, 0.0270, 0.0264], [0.0849, -0.0615, 0.3773], [-0.0453, 0.0146, -0.0042], [0.0055, 0.0177, -0.0027], [-0.9459, 0.4445, 0.4210], [0.0228, -0.0179, 0.0058], [0.0431, -0.0275, -0.0318], [0.0304, 0.0263, 0.0772], [-0.0405, -0.0139, 0.0092], [-0.0115, 0.0110, 0.0334], [0.6140, -0.8418, 0.5002], [-0.0194, -0.0426, -0.0150], [-0.0092, 0.0142, -0.0295], [-0.0029, 0.3790, -0.0534], [-0.0090, 0.0379, 0.0022], [0.0385, -0.0038, -0.0297], [0.0433, 0.1128, 0.0722], [-0.0250, 0.0211, 0.0050], [0.0051, 0.0075, -0.0552], [0.0271, 0.0174, 0.0211], [-0.3759, -0.1509, 0.1700], [-0.1972, 0.1042, 0.0476], [0.0160, -0.0095, -0.0113], [0.0215, 0.0004, -0.0748], [0.0929, -0.2092, 0.0489], [0.0098, -0.0679, -0.0328], [-0.0060, -0.0032, -0.0379], [0.1529, -0.1750, 0.0610], [-0.0457, 0.1324, 0.0007], [0.0692, -0.0411, 0.0254], [3.4371, 1.3731, -0.5201], [0.0447, 0.0013, -0.0275], [0.2882, 0.1318, -0.3868], [0.0446, -0.0178, -0.0339], [0.0268, -0.0012, -0.0287], [-0.0031, -0.0355, 0.0191], [-0.1602, -0.0054, -0.0729]], "gap_ha": 0.152, "total_charge": -2, "lumo_energy_ev": 3.40, "spin_multiplicity": 1, "e_homo_ev": -0.733}